(1)
Here is a cluster of 2 separate species, C5H12O2S in total from the Open Molecules 2025 dataset. Energies are from wB97M-V/def2-TZVPD.

Each line ends with the Löwdin charge.
Cartesian coordinates (Å):
C (-0.028, -1.074, -4.113)  0.00
C (0.054, -0.437, -2.758)  -0.57
O (1.050, 0.010, -2.235)  0.08
O (-1.163, -0.415, -2.153)  0.07
H (0.967, -1.085, -4.590)  0.09
H (-0.722, -0.513, -4.760)  0.09
H (-0.388, -2.113, -4.028)  0.09
H (-1.010, 0.021, -1.270)  0.12
C (-0.288, -1.385, 2.762)  -0.19
C (0.372, -0.084, 2.320)  -0.59
S (-0.896, 1.164, 1.986)  0.76
C (0.183, 2.524, 1.506)  -0.44
H (0.482, -2.148, 2.967)  0.07
H (-0.879, -1.226, 3.679)  0.07
H (-0.959, -1.765, 1.973)  0.07
H (0.972, -0.239, 1.403)  0.08
H (1.051, 0.299, 3.106)  0.08
H (0.866, 2.806, 2.325)  0.04
H (-0.451, 3.393, 1.261)  0.03
H (0.786, 2.267, 0.619)  0.04

The SMILES is CC(=O)O.CCSC. Its highest occupied orbital energy is -8.6 eV. The HOMO-LUMO gap is 9.389 eV. Its charge is 0.

(2)
Here is the molecule C5H12O3 from the Open Molecules 2025 dataset. Energies are from wB97M-V/def2-TZVPD.

Each line ends with the Löwdin charge.
Cartesian coordinates (Å):
C (2.638, -0.040, -0.012)  -0.12
O (1.623, 0.931, -0.193)  -0.18
C (0.234, 0.500, 0.295)  -0.27
C (-0.424, 1.790, 0.752)  -0.02
C (-0.349, -0.126, -0.956)  -0.31
O (0.177, -1.386, -1.265)  0.01
O (-1.829, -0.256, -0.616)  -0.17
C (-2.179, -1.227, 0.352)  -0.12
H (2.735, -0.314, 1.044)  0.08
H (2.458, -0.936, -0.613)  0.07
H (3.588, 0.393, -0.340)  0.09
H (0.358, -0.211, 1.116)  0.15
H (-1.356, 1.590, 1.284)  0.08
H (0.253, 2.342, 1.412)  0.09
H (-0.643, 2.444, -0.096)  0.09
H (-0.286, 0.539, -1.820)  0.17
H (-0.103, -1.575, -2.175)  0.12
H (-3.176, -1.610, 0.109)  0.09
H (-2.231, -0.773, 1.346)  0.08
H (-1.485, -2.074, 0.377)  0.09

The SMILES is CO[C@@H](C)[C@@H](O)OC. Its highest occupied orbital energy is -9.5 eV. The HOMO-LUMO gap is 10.266 eV. Its charge is 0.

(3)
Here is a cluster of 3 separate species, C5H12O3 in total from the Open Molecules 2025 dataset. Energies are from wB97M-V/def2-TZVPD.

Each line ends with the Löwdin charge.
Cartesian coordinates (Å):
C (0.209, 2.266, 0.406)  0.00
C (0.941, 1.063, -0.196)  0.04
C (0.518, 0.202, -1.093)  -0.31
O (-0.723, 0.172, -1.590)  0.13
C (1.189, -1.091, -1.305)  -0.04
C (1.231, -2.011, -0.281)  0.14
H (-0.012, 1.902, 1.510)  0.13
H (0.824, 3.193, 0.504)  0.12
H (-0.661, 2.664, 0.007)  0.06
H (2.042, 0.812, 0.102)  0.19
H (-1.287, 1.020, -1.485)  0.20
H (1.433, -1.154, -2.437)  0.17
H (0.742, -1.891, 0.571)  0.03
H (1.619, -2.992, -0.449)  0.09
H (-0.627, 0.052, 1.823)  0.07
H (0.437, 0.281, 2.999)  0.05
O (-0.518, 0.236, 2.837)  -0.08
H (-3.168, -1.688, -0.392)  0.06
H (-1.972, -1.307, -1.147)  -0.04
O (-2.216, -1.729, -0.383)  0.00

The multiplicity is 2. Its highest occupied orbital energy (spin up / spin down) is -15.0 / -15.0 eV. The HOMO-LUMO gap (spin up / spin down) is 11.057 / 6.640 eV. Its charge is +1.

(4)
Here is the molecule C5H12OS from the Open Molecules 2025 dataset. Energies are from wB97M-V/def2-TZVPD.

Each line ends with the Löwdin charge.
Cartesian coordinates (Å):
C (0.627, 1.199, -2.531)  -0.38
S (1.347, 1.156, -0.826)  0.79
C (1.111, -0.614, -0.407)  -0.50
C (0.827, -0.937, 1.090)  -0.24
C (-0.189, 0.025, 1.700)  -0.24
C (-1.531, 0.247, 1.021)  -0.27
O (-2.365, -0.905, 1.174)  -0.07
H (-0.190, 1.905, -2.426)  0.02
H (1.338, 1.575, -3.263)  0.02
H (0.326, 0.197, -2.812)  0.03
H (0.342, -1.086, -1.033)  0.07
H (2.022, -1.106, -0.753)  0.06
H (0.411, -1.936, 1.203)  0.11
H (1.817, -0.757, 1.507)  0.10
H (0.291, 1.014, 1.717)  0.08
H (-0.356, -0.165, 2.763)  0.11
H (-2.011, 1.081, 1.539)  0.12
H (-1.466, 0.542, -0.028)  0.10
H (-2.350, -1.436, 0.365)  0.08

The SMILES is CSCCCCO. Its highest occupied orbital energy is -8.5 eV. The HOMO-LUMO gap is 9.331 eV. Its charge is 0.

(5)
Here is a cluster of 2 separate species, C5H12S in total from the Open Molecules 2025 dataset. Energies are from wB97M-V/def2-TZVPD.

Each line ends with the Löwdin charge.
Cartesian coordinates (Å):
C (0.778, 3.148, 1.983)  -0.04
C (0.494, 2.017, 2.634)  -0.27
C (1.347, 1.417, 3.711)  -0.12
H (0.114, 3.539, 1.203)  0.05
H (1.686, 3.718, 2.212)  0.06
H (-0.426, 1.477, 2.373)  0.10
H (2.239, 2.042, 3.887)  0.08
H (1.678, 0.406, 3.419)  0.06
H (0.779, 1.342, 4.653)  0.08
C (3.040, 0.146, 0.700)  -0.45
S (1.516, -0.794, 0.521)  0.71
C (0.726, 0.234, -0.729)  -0.44
H (3.667, -0.359, 1.455)  0.04
H (2.841, 1.176, 1.041)  0.02
H (3.601, 0.192, -0.249)  0.04
H (0.567, 1.262, -0.364)  0.02
H (1.326, 0.277, -1.653)  0.04
H (-0.255, -0.211, -0.967)  0.03

The SMILES is C=CC.CSC. Its highest occupied orbital energy is -8.5 eV. The HOMO-LUMO gap is 9.490 eV. Its charge is 0.

(6)
Here is a cluster of 2 separate species, C5H12S in total from the Open Molecules 2025 dataset. Energies are from wB97M-V/def2-TZVPD.

Each line ends with the Löwdin charge.
Cartesian coordinates (Å):
C (-1.662, -1.817, -0.940)  -0.02
C (-1.608, -0.635, -1.570)  -0.28
C (-2.209, -0.260, -2.852)  -0.14
H (-1.766, -1.811, 0.132)  0.05
H (-1.965, -2.625, -1.614)  0.06
H (-1.114, 0.221, -1.054)  0.09
H (-1.630, 0.438, -3.485)  0.08
H (-2.638, -1.091, -3.439)  0.07
H (-3.187, 0.256, -2.589)  0.10
C (0.697, 0.488, 2.087)  -0.44
S (1.802, 0.605, 0.630)  0.71
C (3.216, 1.131, 1.764)  -0.41
H (-0.232, 0.348, 1.528)  0.00
H (0.602, 1.375, 2.685)  0.03
H (1.002, -0.337, 2.722)  0.03
H (4.092, 0.626, 1.359)  0.01
H (3.494, 2.179, 1.801)  0.02
H (3.106, 0.908, 2.835)  0.04

The SMILES is C=CC.CSC. Its highest occupied orbital energy is -8.6 eV. The HOMO-LUMO gap is 9.696 eV. Its charge is 0.

It is found that the electronic energy values, taken in the order of the records, are -20310.318 -11520.644 -11510.636 -18261.601 -16214.050 -16212.794 eV.
It is found that the relative energy (zero: lowest compared OMol25 entry of this formula, charge and spin) values, taken in the order of the records, are 0.0 204.7 257.9 83.4 70.0 191.2 kJ/mol.